Entry 1:
Density functional theory data (ωB97M-V/def2-TZVPD) for the molecule C18H24N2O2S.

```
47
Properties=species:S:1:pos:R:3
S -1.3469 -1.5425 -1.3726
O 0.9859 2.8497 0.8599
O 0.5675 -1.5736 1.7753
N 2.0041 0.8227 0.7905
N -0.8043 0.1042 1.1603
C -2.5123 -2.6661 0.9457
C -1.6809 0.6876 0.2240
C -3.5669 -1.6001 1.2099
C -0.4087 -1.1954 1.1421
C 2.5618 -0.8989 -1.6363
C 3.9357 -1.4549 -1.2759
C 2.5758 0.6263 -1.5826
C -0.0282 0.9876 2.0260
C -1.9594 0.0645 -0.9977
C -3.0464 2.5513 -0.4925
C -3.2719 1.9462 -1.7169
C -1.1953 -2.1907 0.3222
C -2.2618 1.9311 0.4611
C 3.0110 1.1363 -0.2018
C 1.0461 1.6792 1.1710
C -2.7363 0.6978 -1.9586
C 4.3456 -0.9920 0.1189
C 4.3584 0.5337 0.1990
H -2.1018 2.4403 1.3959
H 3.9177 -2.5458 -1.3143
H -4.4375 -2.0672 1.6652
H -3.1993 -0.8369 1.8916
H -2.9092 0.1894 -2.8948
H -0.5500 -3.0691 0.2152
H 5.1223 0.9227 -0.4769
H 0.4379 0.3671 2.7943
H 2.2745 -1.2254 -2.6376
H -3.8686 2.4347 -2.4710
H 4.6700 -1.1051 -2.0055
H 1.8176 -1.2909 -0.9400
H -2.9314 -3.4236 0.2789
H 3.0789 2.2297 -0.2271
H 3.6512 -1.4036 0.8548
H -2.2546 -3.1572 1.8886
H -3.8857 -1.1218 0.2869
H 5.3398 -1.3735 0.3607
H -3.4739 3.5175 -0.2755
H 1.9480 -0.1376 1.1025
H 1.5843 1.0228 -1.8129
H -0.6677 1.7289 2.4996
H 3.2728 1.0096 -2.3303
H 4.6105 0.8541 1.2118
```

The LUMO energy is 0.65 eV. The HOMO-LUMO gap is 9.00 eV. Its total energy is -36967.9409 eV. The HOMO energy comes out at -8.354 eV. The calculation puts the energy above the lowest of the compared OMol25 structures with the same formula, charge and spin at 0.0 kcal per mole. The net charge is 0.

Entry 2:
Density functional theory data (ωB97M-V/def2-TZVPD) for a 2-piece molecular cluster, C11H10F6IO4P2S overall at a distorted geometry.

```
35
Properties=species:S:1:pos:R:3
I -2.3488 4.1206 -0.8628
S 1.7491 -1.3737 0.8592
P 0.1010 -2.2446 0.3650
P 4.5672 -0.3443 4.1062
F 5.0927 0.0407 5.6280
F 3.3749 -1.0100 3.1689
F 3.3837 0.7230 4.5508
F 4.6102 -1.9015 4.6628
F 4.7721 0.6744 2.8159
F 6.1761 -0.5897 3.7967
O -2.6974 3.4393 1.9509
O -2.7303 -1.2028 1.2496
O -2.5471 -0.3707 -3.5674
O 1.9656 -0.0690 -2.6750
C -0.0600 -1.4026 -2.7797
C 0.9379 0.9143 -2.0002
C -1.1407 -1.2278 -0.4978
C -2.2001 -0.1854 -2.4138
C -2.2691 -0.6504 0.2598
C -1.0956 -0.9791 -1.8092
C -2.8538 0.8031 -1.5438
C -2.8747 0.6132 -0.2332
C -2.8816 2.9360 0.8670
C 0.7679 -0.1651 -3.1551
C -3.5099 1.5440 0.7512
H 1.7498 1.5388 -1.6247
H -3.4082 1.1160 1.7341
H 0.3361 -3.3148 -0.5239
H -0.5086 -1.7059 -3.7142
H 0.6357 -2.1190 -2.3787
H 0.6543 1.7078 -2.7754
H 0.6255 0.2288 -4.1356
H -3.2945 1.6562 -2.0203
H -4.5526 1.6563 0.4832
H -0.5267 -2.8563 1.4617
```

The LUMO energy is 0.12 eV. The HOMO-LUMO gap is 6.28 eV. Its total energy is -73577.4184 eV. The HOMO energy comes out at -6.164 eV. The net charge is -1.

Entry 3:
Density functional theory data (ωB97M-V/def2-TZVPD) for a 2-piece molecular cluster, C4H9S overall at a distorted geometry.

```
14
Properties=species:S:1:pos:R:3
S 1.8487 -0.1566 -1.4522
C 2.4930 -1.2674 -0.1300
C -1.1556 1.2357 0.7767
C -3.1467 -0.3334 0.9973
C -2.4886 0.7986 1.2638
H 2.2117 -2.3241 -0.2029
H -1.1308 1.4113 -0.3064
H -3.6719 -0.8180 1.8085
H 3.5707 -1.1701 -0.2769
H -2.8610 -0.8968 0.1131
H -0.3603 0.4927 0.7988
H -3.0223 1.5046 1.9041
H -0.7989 2.1348 1.2731
H 2.2894 -1.0463 0.9258
```

The LUMO energy is 3.73 eV. The HOMO-LUMO gap is 5.85 eV. Its total energy is -15128.1388 eV. The HOMO energy comes out at -2.120 eV. The calculation puts the energy above the lowest of the compared OMol25 structures with the same formula, charge and spin at 34.8 kcal per mole. The net charge is -1.

Entry 4:
Density functional theory data (ωB97M-V/def2-TZVPD) for C47H57ClN4O4S2Si2Sr as an isolated structure at a distorted geometry.

```
118
Properties=species:S:1:pos:R:3
Sr 0.2090 -0.5693 0.4543
Cl 0.4354 -1.9867 -4.2441
S 3.4000 0.3686 0.6194
S 1.9442 -2.8301 -1.8017
Si 0.1948 3.1358 -2.0821
Si -1.8144 3.9477 0.1606
O 0.8849 -2.7898 -0.7024
O -2.2037 -2.8564 1.8986
O 2.3984 -0.3697 -0.2815
O 2.8712 -1.2177 2.3548
N 1.6308 -1.6352 2.2146
N -0.8768 -2.4305 1.9247
N -3.1849 -0.3429 1.9325
N -1.3800 0.3563 -1.4640
C -5.7973 -1.3638 -0.3906
C 1.5563 4.1765 -1.2863
C 4.8570 -1.7448 -0.4248
C -0.3516 1.3729 5.4735
C -3.0090 0.4038 2.9975
C -3.4861 3.4517 0.8813
C -1.6399 0.6571 3.5462
C 2.3497 -4.7309 -3.7933
C -0.1154 -3.1729 2.6341
C 2.3082 -3.4867 3.6161
C 1.0775 -6.7698 -3.9489
C 0.2683 -6.3388 -2.9078
C -6.9432 -0.7363 0.1569
C -2.0545 5.7020 -0.5428
C -1.5417 0.9277 4.9245
C -6.8324 -0.0035 1.3037
C -3.7582 0.7612 -2.8280
C 2.1113 -5.9517 -4.3999
C 1.5579 -4.3300 -2.7256
C 0.7443 1.5465 4.6302
C -5.5760 0.1483 1.9380
C -5.3814 0.8946 3.1277
C 0.6496 1.1778 3.2958
C -3.1887 1.7788 -2.0977
C 4.6728 2.7139 -0.0524
C -1.9285 1.6044 -1.4597
C -3.1101 -0.4713 -2.9127
C 4.0518 1.5830 -0.5690
C -1.9478 -0.6251 -2.1900
C 4.9410 -0.6126 0.6028
C -4.1376 1.0307 3.6332
C -0.6711 4.2851 1.6144
C 3.3408 -3.7362 -1.0112
C -0.4350 4.2795 -3.4738
C -4.4357 -0.4591 1.3845
C -0.5335 0.7096 2.6784
C 4.5419 2.3237 -2.7954
C 0.9281 1.6798 -2.9929
C 4.0423 -2.9455 0.0836
C -4.5813 -1.2377 0.2109
C 1.3024 -2.7405 2.7951
C 0.5095 -5.1150 -2.2889
C -0.6739 -4.3858 3.3153
C -1.1316 2.7093 -0.9423
C 5.1845 3.4446 -2.2833
C 5.2435 3.6443 -0.9087
C 3.9703 1.3895 -1.9393
H -0.1082 -4.7528 -1.4762
H 0.2846 4.6815 1.2514
H -6.2328 1.3714 3.6035
H 5.0520 -1.0038 1.6140
H 4.6980 -3.6185 0.6437
H -3.3293 2.9947 1.8660
H -7.6995 0.4802 1.7425
H 3.2931 -2.5840 0.7851
H -1.1254 -5.0441 2.5710
H 1.2568 0.8930 -2.3094
H -2.2629 6.4124 0.2673
H -5.8839 -1.9403 -1.3037
H 4.7016 2.8637 1.0235
H -3.9977 2.7093 0.2614
H -3.6401 2.7636 -2.0700
H 4.4725 2.1777 -3.8664
H 0.1868 1.2098 -3.6459
H 3.0209 -4.0144 2.9729
H -2.3869 0.7570 5.5866
H -4.6869 0.9307 -3.3648
H 5.6257 4.1707 -2.9552
H -3.9755 1.6454 4.5057
H 0.9002 -7.7304 -4.4180
H -2.6557 -2.0062 1.7050
H -1.0958 5.0137 2.3190
H 5.8748 -2.0553 -0.6753
H 1.8558 -4.2058 4.2970
H 2.9183 -4.6598 -0.6129
H -1.1648 4.9850 -3.0672
H 2.3515 4.3980 -2.0093
H -7.9038 -0.8394 -0.3339
H -0.2778 1.5769 6.5357
H 1.6736 1.9523 5.0222
H 5.7475 0.0833 0.3840
H 0.0754 -4.9380 3.8743
H -3.4899 -1.2854 -3.5176
H -0.4638 3.3550 2.1530
H 0.3733 4.8602 -3.9401
H -0.9358 3.7027 -4.2601
H -1.4104 -1.5696 -2.2144
H 1.5570 1.2727 2.6969
H 4.4033 -1.3641 -1.3435
H -4.1529 4.3112 1.0118
H -1.1400 6.0369 -1.0459
H 4.0168 -3.9824 -1.8368
H 1.7825 1.9816 -3.6092
H 2.8859 -2.7623 4.1924
H -2.8718 5.7607 -1.2716
H 2.0083 3.6704 -0.4264
H 2.7252 -6.2661 -5.2352
H 1.1434 5.1303 -0.9360
H -3.6985 -1.7032 -0.2103
H -0.5586 -6.9539 -2.5735
H -1.4793 -4.0798 3.9857
H 3.1239 -4.0698 -4.1660
H 3.4414 0.5288 -2.3309
H 5.7210 4.5300 -0.5080
```

The LUMO energy is 3.94 eV. The HOMO-LUMO gap is 5.06 eV. Its total energy is -114600.0611 eV. The HOMO energy comes out at -1.121 eV. The net charge is -2.

Entry 5:
Density functional theory data (ωB97M-V/def2-TZVPD) for a 3-piece molecular cluster, C16H30BI2NO6P overall at a distorted geometry.

```
57
Properties=species:S:1:pos:R:3
I 1.5131 0.3141 -0.7025
I 0.4806 -0.6423 4.1343
P -1.1439 -3.9162 1.6995
O 1.2331 1.3916 -4.2027
O -1.1194 -3.7242 3.1440
O -2.5905 -4.1008 1.0695
O -1.6423 4.0871 3.1458
O -0.3355 -5.1854 1.2062
O 2.7354 -5.2617 0.1735
N -0.2174 -2.9143 -0.6287
C -0.3763 -2.5260 0.7753
C 4.0717 -3.5552 1.5788
C -1.6714 4.6827 1.8447
C 0.0994 -0.2258 -5.5083
C -2.8500 4.4101 3.8474
C 1.0652 -2.0865 1.2168
C 1.9131 -2.8146 0.1290
C -3.0989 5.1604 1.6192
C 1.3123 0.0274 -4.6230
C -3.5378 5.5016 3.0402
C -0.1156 1.1485 -6.1343
C 0.2392 2.0746 -4.9803
C 1.0943 -0.5687 1.1687
C 0.8551 0.1941 2.2418
C 0.8165 1.6981 2.2349
C 1.0076 -3.0933 -0.9702
B 2.9059 -3.9840 0.6230
H -3.7120 4.3470 1.2237
H -0.2975 -5.8059 1.9459
H 1.8043 2.1271 2.3578
H -3.4688 3.5083 3.9060
H -3.1584 5.9981 0.9270
H 2.2455 -0.1111 -5.1780
H 2.6372 -2.0972 -0.2838
H -1.0312 -1.6763 0.9576
H -0.9659 5.5197 1.8312
H -3.1509 6.4817 3.3253
H 2.6361 -5.8771 0.9025
H -1.3487 3.9471 1.1048
H 5.0139 -4.0002 1.2740
H -1.1247 1.3088 -6.5081
H 0.6418 3.0304 -5.3125
H 1.3632 -2.5027 2.1694
H 0.1389 2.0302 3.0136
H -0.7660 -0.4974 -4.8976
H -4.6173 5.5098 3.1769
H 1.2600 -3.4106 -1.9695
H -1.0498 -3.0268 -1.1925
H 0.5812 1.2932 -6.9617
H -0.6284 2.2667 -4.3406
H 3.8548 -3.8202 2.6145
H -2.6010 4.7246 4.8605
H 4.1942 -2.4736 1.5688
H 0.2655 -1.0191 -6.2351
H -3.0639 -3.2641 1.0188
H 1.3360 -0.6192 -3.7411
H 0.3683 2.0173 1.2998
```

The LUMO energy is -3.83 eV. The HOMO-LUMO gap is 7.53 eV. Its total energy is -57016.2491 eV. The HOMO energy comes out at -11.360 eV. The net charge is +1.